(1)
{
  "formula": "C4H6N2O",
  "method": "wB97M-V/def2-TZVPD",
  "species": ["O", "N", "N", "C", "C", "C", "C", "H", "H", "H", "H", "H", "H"],
  "xyz": [[3.3433, -0.7275, 0.3122], [-0.1656, -0.3200, 0.2191], [2.1166, -0.2859, 0.3282], [1.0492, 0.3488, 0.0779], [-2.4057, -1.4834, 0.0547], [-1.2462, -0.7510, 0.1756], [1.2867, 1.7953, -0.2915], [1.9556, 1.8908, -1.1164], [0.3239, 2.3618, -0.2140], [1.9235, 2.3037, 0.5982], [-2.1644, -1.8787, -0.9506], [-2.6781, -2.3434, 0.7144], [-3.3387, -0.9106, 0.0923]],
  "forces_ev_per_angstrom": [[-9.33, 3.26, 0.16], [-0.27, 0.47, -0.34], [8.92, -3.64, -0.08], [0.17, -0.10, -0.04], [-1.72, -0.98, -0.50], [2.34, 0.36, 1.39], [0.13, 1.70, 3.72], [-0.12, 0.04, -1.16], [0.73, -0.50, -0.77], [-1.35, -1.24, -1.67], [-0.84, -0.30, -0.27], [1.16, 0.44, 0.05], [0.18, 0.48, -0.50]],
  "smiles": "CC#[N+]C(C)=[N+]=O",
  "e_tot_ha": -339.80631,
  "de_lowest_kcal_mol": 110.5,
  "largest_force_ev_per_a": 9.89,
  "gap_ev": 8.19,
  "total_charge": 2
}

=====

(2)
{
  "formula": "C4H6N2O",
  "method": "wB97M-V/def2-TZVPD",
  "species": ["O", "N", "N", "C", "C", "C", "C", "H", "H", "H", "H", "H", "H"],
  "xyz": [[-3.1171, 0.7057, -0.4305], [0.9057, -0.1883, -0.0313], [-1.5222, -0.4083, 0.4643], [3.4283, 0.3519, -0.1463], [-0.3662, -0.4237, 0.1988], [2.0703, 0.1154, -0.1061], [-2.8379, -0.4508, 0.0772], [-3.4338, 1.4455, 0.1127], [-3.4985, -0.8295, 0.8532], [3.8766, -0.7100, -0.1535], [-3.0701, -1.3316, -0.6419], [3.6817, 0.9767, 0.8432], [3.8832, 0.7469, -1.0398]],
  "forces_ev_per_angstrom": [[-0.78, 3.31, -2.32], [3.53, 0.92, 0.19], [8.26, -1.51, -1.10], [1.54, -0.58, 2.31], [-3.44, 0.95, 1.16], [-5.10, -1.27, -0.16], [-4.54, -3.47, 0.14], [-0.14, -0.56, 0.32], [0.18, 0.40, 1.03], [-0.33, 0.99, 0.61], [1.28, 1.28, 0.38], [-0.19, -1.28, -1.91], [-0.27, 0.83, -0.64]],
  "smiles": "CC#[N+]C#[N+]CO",
  "e_tot_ha": -339.89611,
  "de_lowest_kcal_mol": 54.2,
  "largest_force_ev_per_a": 8.47,
  "gap_ev": [8.28, 8.28],
  "total_charge": 2
}

=====

(3)
{
  "formula": "C4H6N2O2",
  "method": "wB97M-V/def2-TZVPD",
  "species": ["O", "O", "N", "N", "C", "C", "C", "C", "H", "H", "H", "H", "H", "H"],
  "xyz": [[2.0626, -0.0370, 1.2402], [2.6763, -1.1792, -0.6806], [-0.6180, 0.2685, 0.1621], [-1.9663, -1.6273, 0.2475], [-1.6903, -0.3517, 0.3268], [-0.1238, 1.4025, -0.3241], [1.8259, -0.5338, -0.0424], [0.4805, -0.0470, -0.5914], [-2.9389, -1.6977, 0.2576], [-2.5464, 0.4232, 0.1778], [0.2556, -0.6968, -1.5407], [0.3651, 2.3586, 0.2763], [-0.6158, 1.7930, -1.3482], [2.8334, -0.0754, 1.8391]],
  "forces_ev_per_angstrom": [[-1.77, 0.41, -0.61], [-3.13, 1.90, 1.76], [4.33, -0.54, 2.65], [3.16, 2.12, 0.43], [-8.73, -2.24, -1.19], [1.40, 4.54, -3.93], [3.70, -0.58, 0.35], [1.93, -1.31, -1.78], [-1.86, -0.34, 0.11], [0.77, -1.16, 1.06], [0.36, 1.80, 1.46], [-1.10, -3.11, -1.10], [0.91, -0.68, 2.33], [0.04, -0.83, -1.53]],
  "smiles": "[H]/N=C/N1C[C@H]1C(=O)O",
  "e_tot_ha": -415.88302,
  "de_lowest_kcal_mol": 98.9,
  "largest_force_ev_per_a": 9.09,
  "gap_ev": 9.93
}

=====

(4)
{
  "formula": "C4H6N2O2",
  "method": "wB97M-V/def2-TZVPD",
  "species": ["O", "O", "N", "N", "C", "C", "C", "C", "H", "H", "H", "H", "H", "H"],
  "xyz": [[-1.6111, 0.9264, 1.2889], [3.3845, -0.4907, -0.0677], [1.3050, 0.3443, -0.5236], [0.4047, -1.2699, 1.0411], [-1.3663, 0.7388, -0.0333], [-1.8868, -0.2112, -0.8047], [2.6664, 0.2524, -0.6869], [0.7037, -0.3519, 0.3281], [-2.4914, -1.0087, -0.3971], [-1.6314, -0.2731, -1.8453], [-0.7265, 1.5173, -0.4944], [3.0234, 0.9460, -1.4639], [-2.1651, 0.2067, 1.6191], [0.3909, -1.3265, 2.0397]],
  "forces_ev_per_angstrom": [[0.12, 0.03, 0.11], [0.17, 0.23, -0.19], [-2.19, 0.39, 0.51], [-0.32, 0.22, -0.16], [-0.96, 1.09, -1.26], [0.08, 0.02, 0.39], [0.90, -0.46, 0.19], [2.88, -1.19, -0.47], [-0.13, -0.06, 0.07], [0.07, 0.11, -0.21], [-0.62, -0.49, 0.77], [0.08, -0.15, 0.10], [0.00, 0.07, -0.10], [-0.08, 0.17, 0.25]],
  "smiles": "N=C=NC=O.C=CO",
  "e_tot_ha": -415.92535,
  "de_lowest_kcal_mol": 72.3,
  "largest_force_ev_per_a": 3.15,
  "gap_ev": 9.87
}

=====

(5)
{
  "formula": "C4H6N2O2",
  "method": "wB97M-V/def2-TZVPD",
  "species": ["O", "O", "N", "N", "C", "C", "C", "C", "H", "H", "H", "H", "H", "H"],
  "xyz": [[0.7452, 1.9007, -0.0647], [2.3944, -0.2223, 0.1785], [-1.0440, -1.3450, -0.0015], [-2.3047, 0.7026, -0.0636], [0.2691, -1.6886, 0.0426], [1.0021, -0.4876, -0.1370], [-1.1608, -0.0143, -0.0278], [0.1208, 0.5921, -0.1045], [0.7826, -2.7296, -0.3177], [-2.9980, 0.5916, 0.9268], [2.4310, 0.7081, -0.4411], [-1.8565, -2.0930, 0.2480], [0.5443, 2.4256, 0.8313], [-1.9670, 1.7574, -0.3426]],
  "forces_ev_per_angstrom": [[-2.59, 0.51, 2.25], [-2.13, 2.86, -4.25], [-3.14, -3.08, 0.77], [-3.47, 3.24, 2.21], [4.73, -1.65, -2.04], [1.35, -1.11, 2.61], [2.04, 2.43, -0.02], [0.49, -0.65, 0.33], [-1.97, 2.53, 1.42], [2.80, 0.98, -3.74], [0.54, -3.55, 2.86], [2.64, 2.89, -1.09], [0.51, -2.08, -2.80], [-1.81, -3.30, 1.49]],
  "smiles": "Nc1[nH]cc(O)c1O",
  "e_tot_ha": -415.86732,
  "de_lowest_kcal_mol": 108.7,
  "largest_force_ev_per_a": 5.55,
  "gap_ev": 7.66
}

=====

(6)
{
  "formula": "C4H6N2O2",
  "method": "wB97M-V/def2-TZVPD",
  "species": ["O", "O", "N", "N", "C", "C", "C", "C", "H", "H", "H", "H", "H", "H"],
  "xyz": [[1.7988, -1.3125, -0.6151], [0.1543, 1.7521, -0.2415], [-2.2132, 0.2246, -0.6200], [2.5338, 0.3017, 0.4433], [-0.8897, -0.3622, -0.4997], [1.6861, -0.0273, -0.5069], [0.2701, 0.5603, -0.4293], [-1.8391, -0.3286, 0.6610], [-2.1371, 1.2420, -0.6047], [-1.6079, 0.3581, 1.4785], [2.5372, 1.2990, 0.6418], [2.7559, -1.1328, 0.3553], [-2.3260, -1.2627, 0.9453], [-0.7233, -1.3118, -1.0081]],
  "forces_ev_per_angstrom": [[0.73, -0.92, -0.49], [-0.23, -0.47, 0.02], [-0.11, 0.19, -0.11], [-0.11, 1.67, -1.21], [0.34, -0.62, -0.09], [-0.13, -2.71, 4.13], [0.30, 1.79, -1.13], [0.05, -0.03, 0.34], [0.07, -0.15, 0.04], [-0.01, -0.18, -0.25], [0.38, 0.00, 0.59], [-1.39, 0.84, -1.87], [0.12, 0.29, -0.11], [-0.01, 0.31, 0.12]],
  "e_tot_ha": -415.87629,
  "de_lowest_kcal_mol": 103.1,
  "largest_force_ev_per_a": 4.94,
  "gap_ev": 9.75
}

=====

(7)
{
  "formula": "C4H6N2O2",
  "method": "wB97M-V/def2-TZVPD",
  "species": ["O", "O", "N", "N", "C", "C", "C", "C", "H", "H", "H", "H", "H", "H"],
  "xyz": [[-1.5417, 0.7334, -1.4465], [1.6926, -2.5342, -0.7437], [0.8562, -0.7275, 0.6712], [-0.0215, -1.1634, -1.2882], [0.0904, 0.4430, 0.3061], [-0.5015, 0.1529, -0.8558], [0.9845, -1.5607, -0.4396], [-0.2920, 1.3420, 1.4829], [1.4093, -0.5912, 1.5609], [0.3647, -0.9658, -2.5436], [-0.7061, 0.5812, 2.2279], [0.5671, 1.9062, 2.0430], [-1.8364, 0.2502, -2.2079], [-1.0658, 2.1339, 1.2334]],
  "forces_ev_per_angstrom": [[-0.21, 1.03, 0.12], [-0.58, 1.92, 1.59], [1.08, 1.15, 0.74], [-0.52, 3.93, -5.95], [-0.55, -0.04, 1.27], [1.05, -1.84, 0.67], [1.61, -2.25, -0.04], [0.04, 0.19, 0.81], [-0.38, -1.11, -2.01], [-1.27, -1.45, 5.17], [0.21, 1.35, -0.64], [-1.23, -1.17, -1.35], [-0.10, -0.48, -0.55], [0.88, -1.21, 0.19]],
  "e_tot_ha": -415.94917,
  "de_lowest_kcal_mol": 57.4,
  "largest_force_ev_per_a": 7.15,
  "gap_ev": 8.20
}

=====

(8)
{
  "formula": "C4H6N2O2",
  "method": "wB97M-V/def2-TZVPD",
  "species": ["O", "O", "N", "N", "C", "C", "C", "C", "H", "H", "H", "H", "H", "H"],
  "xyz": [[-1.3062, -0.3946, -1.9029], [1.1976, 1.8973, 1.4594], [-0.4991, -1.7037, -0.1408], [1.1908, -0.5201, 1.2244], [0.8696, 0.8516, 0.9549], [-0.0168, 0.7494, -0.3544], [-0.2838, 1.8738, -0.9099], [-0.8033, -0.4996, -0.8653], [1.9077, -1.2622, 1.9864], [0.4056, -1.3778, 0.5948], [-0.8979, -2.7131, -0.5796], [-1.2184, -1.6654, 0.9544], [-0.8857, 1.9661, -1.6577], [0.3399, 2.7983, -0.7636]],
  "forces_ev_per_angstrom": [[-2.46, -1.14, -3.01], [-0.11, -0.49, -0.19], [-6.79, -4.47, 2.45], [0.77, -2.78, 1.39], [0.95, -3.81, -0.20], [-0.04, -1.93, 3.58], [4.01, 3.16, 1.77], [3.70, 2.11, 2.45], [-2.59, 4.33, -2.44], [3.25, 2.15, 1.36], [1.46, 3.67, 0.97], [2.54, 0.02, -4.27], [-3.88, 0.27, -4.54], [-0.81, -1.11, 0.68]],
  "e_tot_ha": -415.82288,
  "de_lowest_kcal_mol": 136.6,
  "largest_force_ev_per_a": 8.49,
  "gap_ev": 8.51
}